No. 1
The following is a quantum chemistry calculation of 2 unconnected molecules or ions with the total composition CH5NS2 at a distorted geometry, from the OMol25 dataset.

The geometry in XYZ format:
```
9
Properties=species:S:1:pos:R:3:forces:R:3:nbo_charge:R:1
S 2.234974 -0.440831 3.882033 0.30 0.47 0.92 -0.13
H -3.167819 -0.771234 -3.830923 0.92 -0.16 -0.40 0.33
H 1.037434 -0.572280 4.482951 0.05 0.17 -0.20 0.13
S 2.990618 1.111868 5.151872 0.02 0.52 -2.62 -0.12
H 2.715892 0.621657 6.291421 -0.37 -1.16 1.90 0.11
C -1.449511 0.078158 -4.033108 1.83 -4.73 2.54 -0.05
H -0.343498 0.053375 -3.773797 -1.35 0.08 -0.69 0.16
H -1.871183 0.873049 -4.452763 -1.46 3.71 -1.68 0.14
N -2.146905 -0.953765 -3.717689 0.06 1.10 0.23 -0.59
```
Forces are in eV/Å.

Its SMILES is C=N.SS. The calculation puts the frontier orbital gap at 9.15 eV. Its relative energy (zero: lowest compared OMol25 entry of this formula, charge and spin) is 30.0 kcal per mole. As for the multiplicity: 1. The calculation puts the energy at -892.16459 Eh. The maximum force comes out at 0.110 hartree/bohr.


No. 2
The following is a quantum chemistry calculation of 2 unconnected molecules or ions with the total composition CH5NSi2 at a distorted geometry, from the OMol25 dataset.

The geometry in XYZ format:
```
9
Properties=species:S:1:pos:R:3:forces:R:3:nbo_charge:R:1
H -1.127264 0.452528 -1.240392 -0.14 0.05 0.27 -0.15
H -1.423538 -0.115300 1.100838 0.51 -0.35 -0.06 -0.14
C 1.156333 -0.946726 -3.019810 0.02 -0.18 0.36 -0.28
Si 1.235780 -2.378918 -1.831915 -0.14 -0.31 0.15 0.82
H -0.250956 1.947193 0.576284 -0.45 -1.01 -0.39 -0.14
N 1.057846 0.139124 -3.388312 0.01 0.43 -0.44 -0.27
H 1.971083 -3.275209 -2.783433 0.13 -0.05 -0.17 -0.27
H 0.914657 0.073266 -0.198320 -0.53 -0.43 0.63 -0.15
Si -0.500314 0.486513 0.106582 0.59 1.86 -0.34 0.58
```
Forces are in eV/Å.

The calculation puts the frontier orbital gap at 7.81 eV. Its relative energy (zero: lowest compared OMol25 entry of this formula, charge and spin) is 44.1 kcal per mole. As for the multiplicity: 1. The calculation puts the energy at -674.70999 Eh. The maximum force comes out at 0.039 hartree/bohr.


No. 3
The following is a quantum chemistry calculation of 2 unconnected molecules or ions with the total composition CH5O2, from the OMol25 dataset.

The geometry in XYZ format:
```
8
Properties=species:S:1:pos:R:3:forces:R:3:nbo_charge:R:1
H 1.092113 1.131021 0.203324 0.06 -0.17 0.13 0.16
H -0.502482 -0.201014 -0.200762 -0.24 -0.08 -0.38 0.50
H -1.203348 -0.724403 -1.837613 0.02 0.14 0.00 0.41
H 1.974034 -0.202746 1.022497 -0.17 0.18 -0.09 0.11
H 0.922446 0.869973 1.958400 -0.04 -0.06 -0.15 0.11
O -0.063929 -0.497811 0.738364 0.21 0.13 0.31 -0.83
O -1.036256 0.145198 -1.454468 0.05 -0.10 0.11 -1.24
C 1.008112 0.349714 0.980866 0.09 -0.04 0.08 -0.23
```
Forces are in eV/Å.

The calculation puts the frontier orbital gap at 8.05 eV. Its relative energy (zero: lowest compared OMol25 entry of this formula, charge and spin) is 1.0 kcal per mole. As for the multiplicity: 1. The calculation puts the energy at -191.57051 Eh. The net charge is -1. The maximum force comes out at 0.009 hartree/bohr.


No. 4
The following is a quantum chemistry calculation of 2 unconnected molecules or ions with the total composition CH5O2 at a distorted geometry, from the OMol25 dataset.

The geometry in XYZ format:
```
8
Properties=species:S:1:pos:R:3:forces:R:3:nbo_charge:R:1
O 1.055286 0.373652 0.079440 -1.30 4.36 1.43 -0.55
H 1.014535 2.088514 1.130365 1.55 3.15 0.16 0.19
C 0.599144 1.176362 1.022738 1.23 -6.79 -2.86 0.51
H -1.017586 -2.047688 -0.771873 0.37 -0.28 0.51 0.52
H -1.280094 -0.997602 -1.797768 0.49 0.33 0.69 0.52
O -0.831600 -1.116910 -0.928759 -0.48 0.43 -1.28 -0.96
H 0.420017 -0.163569 -0.525463 -0.52 -1.37 1.05 0.58
H 0.040295 0.687240 1.791318 -1.34 0.18 0.29 0.20
```
Forces are in eV/Å.

The calculation puts the frontier orbital gap at 10.05 eV. Its relative energy (zero: lowest compared OMol25 entry of this formula, charge and spin) is 27.5 kcal per mole. As for the multiplicity: 1. The calculation puts the energy at -191.22423 Eh. The net charge is +1. The maximum force comes out at 0.145 hartree/bohr.


No. 5
The following is a quantum chemistry calculation of a single CH5O2P molecule at a distorted geometry, from the OMol25 dataset.

The geometry in XYZ format:
```
9
Properties=species:S:1:pos:R:3:forces:R:3:nbo_charge:R:1
H -2.571340 0.258323 -1.211563 -1.12 0.97 -1.83 -0.07
H -2.727137 -1.365694 -0.097644 -0.20 1.32 0.77 -0.05
H 1.665211 0.005017 -0.751947 0.15 -0.47 0.08 0.20
P -2.330462 0.076224 0.091856 1.58 -3.21 -0.30 0.77
O 0.374408 0.460328 0.682403 8.42 3.40 4.75 -0.32
H 2.309734 1.119720 0.275687 0.99 1.87 0.58 0.19
H 2.285787 -0.602364 0.894076 -1.09 1.53 -0.92 0.16
O -0.741704 -0.205818 -0.199239 -7.76 -2.74 -3.49 -0.58
C 1.735500 0.254262 0.316367 -0.97 -2.67 0.36 -0.30
```
Forces are in eV/Å.

The calculation puts the frontier orbital gap (spin up / spin down) at 8.31 / 6.09 eV. Its relative energy (zero: lowest compared OMol25 entry of this formula, charge and spin) is 77.7 kcal per mole. As for the multiplicity: 3. The calculation puts the energy at -532.63960 Eh. The maximum force comes out at 0.199 hartree/bohr.


No. 6
The following is a quantum chemistry calculation of 2 unconnected molecules or ions with the total composition CH5O2PS at a distorted geometry, from the OMol25 dataset.

The geometry in XYZ format:
```
10
Properties=species:S:1:pos:R:3:forces:R:3:nbo_charge:R:1
H 0.201485 0.891319 0.020047 0.35 -0.03 0.30 0.26
O 0.752672 0.949634 2.436895 0.27 -0.09 0.55 -0.79
C -0.559614 1.591700 0.347481 3.41 -0.34 1.21 -0.84
H -1.403484 1.126569 0.141185 -4.30 -1.80 -1.05 0.23
H 1.586232 -1.481006 -1.449101 0.60 -0.39 -0.65 -0.06
S -0.389627 1.845019 2.081361 0.25 -0.13 0.39 0.91
O -0.525756 -1.560996 -0.621151 -0.49 0.37 0.72 -0.94
H -0.413367 2.467994 -0.158076 0.03 2.38 -1.40 0.22
H 0.077511 -3.426125 -1.884505 1.48 0.99 0.66 -0.04
P 0.673948 -2.404107 -0.914136 -1.59 -0.96 -0.72 1.03
```
Forces are in eV/Å.

The calculation puts the frontier orbital gap (spin up / spin down) at 6.72 / 8.95 eV. Its relative energy (zero: lowest compared OMol25 entry of this formula, charge and spin) is 108.7 kcal per mole. As for the multiplicity: 1. The calculation puts the energy at -930.99178 Eh. The maximum force comes out at 0.093 hartree/bohr.


No. 7
The following is a quantum chemistry calculation of a single CH5O2PS molecule at a distorted geometry, from the OMol25 dataset.

The geometry in XYZ format:
```
10
Properties=species:S:1:pos:R:3:forces:R:3:nbo_charge:R:1
H 0.272818 -2.213112 -0.372005 0.05 -0.37 -0.27 0.19
H -0.364646 -2.113474 1.342775 0.40 1.34 -1.49 0.19
P 0.216095 1.199128 0.288823 0.93 -2.82 0.04 1.26
O -0.518427 -0.304733 -0.085708 0.99 -0.81 1.33 -0.86
O -1.073225 1.943281 0.803950 -2.20 0.48 -0.73 -1.00
H 1.549912 0.779415 -1.880302 -1.56 1.68 0.33 0.17
C 0.166850 -1.564964 0.475375 -2.31 1.32 0.05 -0.24
H -1.898876 1.624433 0.343727 0.97 0.51 0.59 0.51
H 1.088261 -1.187631 0.798979 1.57 -0.04 0.66 0.18
S 0.561238 1.837657 -1.715615 1.15 -1.29 -0.51 -0.40
```
Forces are in eV/Å.

Its SMILES is COP(O)S. The calculation puts the frontier orbital gap at 9.61 eV. Its relative energy (zero: lowest compared OMol25 entry of this formula, charge and spin) is 22.3 kcal per mole. As for the multiplicity: 1. The calculation puts the energy at -931.12950 Eh. The maximum force comes out at 0.058 hartree/bohr.


No. 8
The following is a quantum chemistry calculation of 2 unconnected molecules or ions with the total composition CH5O3 at a distorted geometry, from the OMol25 dataset.

The geometry in XYZ format:
```
9
Properties=species:S:1:pos:R:3:forces:R:3:lowdin_spin:R:1
O -0.293118 -0.906453 0.834916 -2.27 0.15 0.30 0.03
C -1.015049 -0.899022 -0.262817 1.60 0.16 2.40 0.04
H -1.877223 -1.544474 -0.341083 -0.84 -0.27 -0.54 0.02
O 1.221446 1.174882 0.113559 0.53 -3.49 0.64 0.60
H -0.809285 -1.089556 1.721234 0.99 -0.31 -1.88 0.00
O -0.646128 -0.144777 -1.202941 1.59 0.82 1.02 0.30
H 2.187613 0.826999 0.001638 -0.98 0.92 -0.28 0.00
H 1.008936 2.063638 -0.109028 0.31 2.98 -0.83 0.01
H 0.222812 0.518766 -0.755480 -0.93 -0.96 -0.84 -0.01
```
Forces are in eV/Å.

The calculation puts the frontier orbital gap (spin up / spin down) at 13.93 / 6.37 eV. Its relative energy (zero: lowest compared OMol25 entry of this formula, charge and spin) is 58.5 kcal per mole. As for the multiplicity: 2. The calculation puts the energy at -265.85505 Eh. The net charge is +2. The maximum force comes out at 0.070 hartree/bohr.


No. 9
The following is a quantum chemistry calculation of 3 unconnected molecules or ions with the total composition CH5O4 at a distorted geometry, from the OMol25 dataset.

The geometry in XYZ format:
```
10
Properties=species:S:1:pos:R:3:forces:R:3:nbo_charge:R:1
O -1.014194 -2.308244 -0.462340 -0.47 0.30 -0.10 -1.00
H -0.203035 1.859025 -0.512950 -0.77 -0.29 -0.56 0.00
C -0.233261 0.735639 -0.738748 1.33 2.00 0.84 0.65
O 0.667740 0.212033 -0.024809 -0.39 -1.20 -0.04 -0.82
O 1.352624 1.209432 2.382845 0.10 0.01 -0.62 -1.00
H -0.405448 -1.693128 -0.025079 0.30 -0.08 -0.01 0.49
H -1.465411 -1.657825 -1.038498 0.37 -0.33 0.13 0.49
H 2.286510 1.327529 2.162416 -0.27 -0.03 0.14 0.45
O -0.987872 0.281380 -1.588596 -0.47 -0.36 -0.26 -0.75
H 0.980473 0.913836 1.495312 0.26 -0.01 0.49 0.51
```
Forces are in eV/Å.

The calculation puts the frontier orbital gap at 9.22 eV. Its relative energy (zero: lowest compared OMol25 entry of this formula, charge and spin) is 4.2 kcal per mole. As for the multiplicity: 1. The calculation puts the energy at -342.14793 Eh. The net charge is -1. The maximum force comes out at 0.050 hartree/bohr.


No. 10
The following is a quantum chemistry calculation of a molecular structure, CH5O4P at a distorted geometry, from the OMol25 dataset.

The geometry in XYZ format:
```
11
Properties=species:S:1:pos:R:3:forces:R:3:nbo_charge:R:1
O -0.131094 -1.451968 0.847131 0.50 -0.64 -0.01 -1.04
C -2.228229 1.734287 -0.539160 0.17 0.52 -0.29 0.30
O -2.324497 0.704680 0.057614 -0.05 -0.58 0.28 -0.51
H 1.809819 -1.852513 -1.166313 0.15 -0.11 -0.07 0.50
O 2.166660 -1.077262 -0.720934 -0.13 0.33 -0.29 -0.92
H -0.713031 -0.686163 0.742535 -0.17 0.33 -0.08 0.52
P 1.334214 -1.085562 1.454132 -0.99 -0.57 0.26 1.54
H 3.127548 -1.114744 -0.740589 0.07 -0.17 -0.11 0.50
H -3.099998 2.260453 -0.959520 -0.16 -0.06 0.04 0.11
O 1.315991 0.347510 1.733784 0.44 0.94 0.23 -1.09
H -1.257382 2.221280 -0.708680 0.17 0.01 0.03 0.12
```
Forces are in eV/Å.

The calculation puts the frontier orbital gap at 9.98 eV. Its relative energy (zero: lowest compared OMol25 entry of this formula, charge and spin) is 59.4 kcal per mole. As for the multiplicity: 1. The calculation puts the energy at -683.43094 Eh. The maximum force comes out at 0.023 hartree/bohr.